Record 1
DFT (ωB97M-V with the def2-TZVPD basis set) results for the molecule C6H11NO.

The geometry in XYZ format:
```
19
Properties=species:S:1:pos:R:3:forces:R:3
C -1.860706 -0.631234 0.748748 -0.584 -0.209 0.500
C -0.959506 -0.415504 -0.407672 0.481 -0.031 0.084
C 0.070644 -1.374024 -0.903642 0.110 0.462 -0.747
C 0.542474 -0.090454 -0.234372 -0.893 -1.067 -0.106
C 1.392454 -0.390664 0.980888 0.051 0.493 0.526
C 0.891924 1.160086 -0.975282 0.518 -0.618 -0.989
N 0.462334 2.287886 -0.339142 0.063 0.244 0.038
O 1.473044 1.158346 -2.049992 -0.313 0.436 0.433
H -2.440866 0.284556 0.915218 0.035 -0.174 0.110
H -1.337506 -0.862004 1.677288 0.007 -0.122 -0.041
H -2.571106 -1.434904 0.535678 -0.028 0.025 0.156
H -1.507866 0.083046 -1.206822 0.597 0.380 0.007
H 0.244384 -1.471074 -1.970022 -0.269 0.061 -0.002
H 0.176784 -2.314424 -0.369772 0.337 0.269 0.197
H 2.217674 -1.054994 0.693968 -0.219 0.165 0.031
H 1.845544 0.520706 1.384758 -0.110 -0.081 0.098
H 0.835834 -0.876884 1.784368 0.002 -0.015 -0.039
H -0.064616 2.237826 0.522308 0.157 -0.029 -0.354
H 0.589084 3.183706 -0.786512 0.057 -0.189 0.096
```
Forces are in eV/Å.

Properties
**Energy relative to the best compared isomer or geometry (same formula, charge and spin)**: 21.1 kcal per mole
**Lowest unoccupied orbital energy**: 0.82 eV
**Frontier orbital gap**: 0.370 hartree
**Total energy**: -365.19779 hartree

Record 2
DFT (ωB97M-V with the def2-TZVPD basis set) results for a cluster of 2 separate species, C2H7FN2 in total.

The geometry in XYZ format:
```
12
Properties=species:S:1:pos:R:3:forces:R:3
H -1.933884 1.301973 0.213724 -1.857 0.840 -1.376
N -1.286808 0.876113 0.784396 3.319 -2.104 2.386
C -1.253027 -0.395313 0.730863 -1.232 2.160 -0.987
N -2.167613 -1.109896 0.052194 -0.626 -1.651 -0.598
F -0.372420 -1.159530 1.322949 0.653 0.088 0.690
H -2.107031 -2.099828 -0.197991 0.305 0.812 0.341
H -2.714921 -0.523340 -0.533495 -0.563 -0.136 -0.441
C 0.372115 0.364681 -2.370867 -0.347 -0.657 0.302
H 0.688166 -0.702830 -2.217360 -0.364 1.132 0.868
H 0.515067 0.404911 -3.425629 0.052 0.750 -0.982
H 0.936048 1.154407 -1.852111 0.113 -0.740 -0.156
H -0.697709 0.557312 -2.161176 0.548 -0.495 -0.048
```
Forces are in eV/Å.

Properties
**Energy relative to the best compared isomer or geometry (same formula, charge and spin)**: 25.0 kcal per mole
**Lowest unoccupied orbital energy**: 0.73 eV
**Frontier orbital gap**: 0.382 hartree
**Total energy**: -289.76054 hartree